Record 1
This record from OMol25 describes the ion C5H9N2O3 with charge -1 in a non-equilibrium geometry. The level of theory is ωB97M-V/def2-TZVPD.

```
19
Properties=species:S:1:pos:R:3:nbo_charge:R:1
C 0.4842 -1.7624 0.7720 -0.661
C 1.3903 -0.5574 0.8811 -0.084
N 2.3495 -0.7066 -0.1614 -0.434
N 3.2137 0.1779 -0.2293 0.577
O 3.2042 1.0690 0.7059 -0.636
O 4.0317 0.2635 -1.1718 -0.557
C 0.4462 0.8979 0.7439 0.139
C 0.2934 1.3926 -0.7678 -0.477
C -1.2236 1.0733 -0.5527 -0.064
O -0.9591 0.8428 0.8360 -0.563
H 0.5820 -2.1612 -0.2507 0.225
H 1.0295 -2.7233 1.2055 0.197
H -0.5381 -1.4949 1.1437 0.219
H 1.8840 -0.4832 1.9700 0.185
H 0.8625 1.6313 1.3192 0.172
H 0.9105 0.7011 -1.3714 0.247
H 0.3836 2.4467 -0.6985 0.204
H -1.9653 1.7762 -0.8270 0.157
H -1.5436 0.1023 -0.9221 0.155
```

Kohn-Sham gap (eV): 7.91
ΔE to the lowest compared entry with this formula, charge and spin (kJ/mol): 617.0
Charge: -1
LUMO (eV): 3.6651
SMILES string: C[C@@H](N=[N+]([O-])[O-])[C@H]1CCO1



Record 2
This record from OMol25 describes a cluster of 2 separate species, C2H2Cl3NO in total in a non-equilibrium geometry. The level of theory is ωB97M-V/def2-TZVPD.

```
9
Properties=species:S:1:pos:R:3:nbo_charge:R:1
C -1.0012 0.5392 1.0025 0.959
C 1.3561 0.2524 -0.4262 -0.447
N -1.5450 -0.3647 0.3078 -0.848
O -0.7906 1.4577 1.6771 -0.372
Cl 2.0435 1.5194 -1.4495 -0.041
Cl 2.7108 -0.5273 0.4549 -0.070
Cl 0.7195 -1.0306 -1.5023 -0.090
H -1.2016 -0.8486 -0.5843 0.470
H -2.2915 -0.9975 0.5199 0.441
```

Kohn-Sham gap (spin up / spin down) (eV): 7.17 / 7.17
ΔE to the lowest compared entry with this formula, charge and spin (kJ/mol): 304.2
LUMO (spin up / spin down) (eV): -0.6162 / -0.6169



Record 3
This record from OMol25 describes a structure of composition C40H61B2BiN8O3P. The level of theory is ωB97M-V/def2-TZVPD.

```
116
Properties=species:S:1:pos:R:3:mulliken_charge:R:1
Bi 0.0869 -0.2051 -0.3999 2.275
C 0.7963 -4.1583 0.3844 -0.612
C -0.0993 -3.7674 1.5639 0.423
C -1.5821 -3.7246 1.1812 -1.456
C 0.3084 -2.4661 2.1941 -0.089
C 0.8853 -2.3031 3.4557 -1.583
C 0.9498 -0.9405 3.6609 -0.651
N 0.4537 -0.3152 2.5879 1.184
N 0.0638 -1.2520 1.6760 0.377
B 0.0098 1.1918 2.5591 -0.790
N -1.3788 1.2450 1.8536 -0.159
C -2.4181 1.8931 2.3809 -0.542
C -3.5202 1.6884 1.5858 -1.688
C -3.0966 0.8431 0.5546 -0.369
N -1.7759 0.6001 0.7148 1.191
C -4.0621 0.3315 -0.4837 1.267
C -3.5611 -0.7912 -1.3743 -0.763
C -5.3494 -0.1353 0.2136 -1.643
N 0.9387 2.2429 1.9491 0.439
C 1.7276 3.0764 2.6648 -0.371
C 2.3934 3.8977 1.7902 -1.673
C 1.9323 3.5067 0.5167 -0.107
N 1.0579 2.5176 0.6299 0.604
C 2.3776 4.0582 -0.8057 0.526
C 1.6115 5.3391 -1.1576 -1.411
C 2.2522 3.0274 -1.9271 -1.098
H 0.4860 -5.1210 -0.0244 0.594
H 0.7468 -3.4101 -0.4023 -0.180
H 1.8363 -4.2311 0.6977 -0.070
H 0.0261 -4.5301 2.3355 0.624
H -1.7631 -2.9912 0.3973 0.158
H -1.9088 -4.7005 0.8204 0.473
H -2.1929 -3.4591 2.0453 0.439
H 1.1859 -3.0806 4.1373 0.566
H 1.2809 -0.3862 4.5241 0.523
H -0.1542 1.5052 3.6997 -0.152
H -2.3135 2.4595 3.2910 0.573
H -4.5122 2.0715 1.7438 0.510
H -4.3199 1.1914 -1.1131 0.142
H -3.2939 -1.6681 -0.7854 0.012
H -4.3533 -1.0816 -2.0639 0.600
H -2.7040 -0.4939 -1.9665 -0.223
H -5.1306 -0.9225 0.9367 0.391
H -5.8572 0.6773 0.7293 0.416
H -6.0386 -0.5364 -0.5293 0.436
H 1.7589 3.0382 3.7418 0.573
H 3.0995 4.6780 2.0204 0.555
H 3.4326 4.3234 -0.6919 0.541
H 0.5516 5.1224 -1.3110 0.137
H 1.7016 6.0765 -0.3598 0.399
H 2.0099 5.7742 -2.0751 0.445
H 1.2080 2.7390 -2.0608 -0.008
H 2.6216 3.4454 -2.8637 0.544
H 2.8313 2.1290 -1.6982 0.050
C 1.0160 -7.5043 -5.4673 -1.630
C 1.1416 -6.0397 -5.9161 1.930
C 0.5636 -5.8784 -7.3302 -1.588
C 2.6299 -5.6801 -5.9545 -1.992
C 0.3597 -5.1436 -4.9567 0.563
C -0.9716 -5.4542 -4.6486 -0.340
C -1.7342 -4.7314 -3.7406 -2.398
C -1.1187 -3.6547 -3.1408 0.869
O -1.5781 -2.7929 -2.1626 -0.469
B -0.5353 -1.9410 -1.8883 -0.432
O 0.5428 -2.2070 -2.7192 -0.565
C 0.1777 -3.3042 -3.4743 0.292
C 0.9423 -4.0222 -4.3676 -0.997
H 1.6736 -8.1330 -6.0692 0.459
H -0.0004 -7.8792 -5.5847 0.340
H 1.3033 -7.6118 -4.4198 0.363
H 1.1107 -6.5086 -8.0336 0.433
H 0.6479 -4.8410 -7.6587 0.369
H -0.4891 -6.1626 -7.3615 0.354
H 3.1552 -6.3905 -6.5928 0.440
H 3.0761 -5.7282 -4.9592 0.426
H 2.7909 -4.6836 -6.3696 0.340
H -1.4389 -6.3028 -5.1300 0.418
H -2.7513 -5.0114 -3.5031 0.521
H 1.9572 -3.7118 -4.5694 0.550
C 5.5073 0.5639 1.5959 -1.657
C 4.0179 0.2781 1.4191 0.052
P 3.4892 -1.4071 0.8500 1.204
C 4.4789 -2.4144 2.0635 -0.989
C 4.2317 -3.9203 1.9933 -1.101
C 4.5569 -1.5755 -0.6718 -1.013
C 3.9692 -2.5360 -1.7076 -0.832
H 5.6413 1.6226 1.8245 0.463
H 6.0713 0.3431 0.6888 0.305
H 5.9357 -0.0090 2.4175 0.315
H 3.5996 0.9790 0.6944 -0.321
H 3.4939 0.4589 2.3612 0.306
H 4.2022 -2.0462 3.0560 0.467
H 5.5382 -2.2024 1.9133 0.613
H 3.2124 -4.1615 2.2973 0.171
H 4.9157 -4.4436 2.6622 0.415
H 4.3940 -4.3069 0.9850 0.238
H 5.5558 -1.9068 -0.3824 0.446
H 4.6491 -0.5784 -1.1115 0.525
H 3.8668 -3.5445 -1.3016 0.247
H 4.6179 -2.5909 -2.5839 0.503
H 2.9830 -2.2055 -2.0334 -0.036
N -2.8230 4.8767 -0.7080 -0.220
C -2.9374 4.5665 -2.0227 0.195
O -3.6207 5.2052 -2.7938 -0.663
C -2.2097 3.3327 -2.4966 0.287
C -2.4042 2.9472 -3.8199 -0.669
C -1.8184 1.7848 -4.2905 -1.175
C -1.0791 1.0195 -3.4069 -0.667
N -0.8863 1.3852 -2.1372 1.365
C -1.4077 2.5322 -1.6996 -0.098
H -3.2557 5.7315 -0.3993 0.262
H -2.1883 4.4163 -0.0820 0.137
H -3.0180 3.5770 -4.4507 0.576
H -1.9421 1.4673 -5.3159 0.495
H -0.6242 0.0827 -3.7106 0.505
H -1.1317 2.7948 -0.6845 -0.260
```

Kohn-Sham gap (eV): 8.02
ΔE to the lowest compared entry with this formula, charge and spin (kJ/mol): 0.0
Charge: +1
LUMO (eV): -2.6872



Record 4
This record from OMol25 describes the molecule C6H9N3O2 in a non-equilibrium geometry. The level of theory is ωB97M-V/def2-TZVPD.

```
20
Properties=species:S:1:pos:R:3:nbo_charge:R:1
N -1.9458 -1.6070 -0.0094 -0.841
C -1.6792 -0.2950 0.5258 -0.151
C -0.3698 -0.3129 1.5150 -0.414
C 0.8727 -0.1771 0.7457 0.064
C 1.8162 0.7602 0.6613 -0.103
N 2.6226 0.4107 -0.3869 -0.517
C 2.2154 -0.8231 -0.7667 0.181
N 1.0842 -1.1675 -0.1872 -0.484
C -1.3785 0.6627 -0.4876 0.773
O -1.5628 0.4916 -1.6590 -0.583
O -1.0418 1.7533 0.1999 -0.692
H -0.9919 -1.9420 -0.3131 0.390
H -2.5140 -1.5246 -0.8658 0.369
H -2.4586 0.1620 1.1312 0.213
H -0.3839 -1.2556 2.0109 0.233
H -0.6853 0.4256 2.2762 0.229
H 1.8268 1.6509 1.2003 0.217
H 3.3039 1.0033 -0.8136 0.421
H 2.6349 -1.3492 -1.6278 0.200
H -1.0823 2.5276 -0.4017 0.493
```

Kohn-Sham gap (eV): 9.47
ΔE to the lowest compared entry with this formula, charge and spin (kJ/mol): 122.7
LUMO (eV): 0.5513
SMILES string: N[C@@H](Cc1c[nH]cn1)C(=O)O



Record 5
This record from OMol25 describes a cluster of 7 separate species, H14O7 in total in a non-equilibrium geometry. The level of theory is ωB97M-V/def2-TZVPD.

```
21
Properties=species:S:1:pos:R:3:nbo_charge:R:1
O -1.1731 -0.5822 -0.9259 -0.933
H -1.0790 -0.3661 0.0079 0.475
H -0.8757 0.1828 -1.3763 0.463
O 0.9203 -2.1379 1.6077 -0.916
H 0.1548 -2.6778 1.4080 0.457
H 0.6540 -2.0512 2.5960 0.459
O 0.9605 -1.8001 -3.9290 -0.936
H 0.7799 -1.6287 -4.8192 0.469
H 1.4030 -1.0435 -3.5078 0.466
O 2.2853 1.6233 0.4724 -0.891
H 1.5867 2.1090 -0.0410 0.448
H 2.6173 2.3713 0.9054 0.438
O 2.0398 -0.0527 -0.7173 -0.913
H 1.1968 -0.5226 -0.7677 0.471
H 2.3898 -0.1380 -1.6505 0.442
O 0.6506 2.1339 2.8643 -0.914
H -0.0615 2.8380 2.6170 0.456
H 1.0419 2.6223 3.5677 0.459
O -4.8910 -0.2514 0.2572 -0.926
H -5.1961 0.3792 1.0135 0.464
H -5.4044 -1.0076 0.4177 0.463
```

Kohn-Sham gap (eV): 10.35
ΔE to the lowest compared entry with this formula, charge and spin (kJ/mol): 399.3
LUMO (eV): 0.3844
SMILES string: O.O.O.O.O.O.O



Record 6
This record from OMol25 describes a cluster of 2 separate species, C13H19FN3OS in total. The level of theory is ωB97M-V/def2-TZVPD.

```
38
Properties=species:S:1:pos:R:3:nbo_charge:R:1
C 1.1113 -0.0032 -0.4323 -0.425
N 0.8616 1.4381 -0.4561 -0.600
C -0.0590 1.8728 -1.4783 -0.225
C -1.4399 1.2100 -1.4257 0.046
C -2.3366 1.7648 -2.5122 -0.246
N -3.7671 1.2629 -2.3075 -0.502
C -3.9127 0.3434 -1.1300 -0.263
C -3.2731 0.9680 0.1035 0.242
N -4.1687 2.0013 0.6079 -0.509
C -4.1309 3.1519 0.2085 0.198
S -4.1074 4.6207 -0.2989 0.141
O -2.0168 1.5317 -0.1681 -0.517
H 2.0611 -0.2269 0.0464 0.227
H 1.1410 -0.3735 -1.4600 0.193
H 0.3298 -0.5668 0.0962 0.167
H 0.5219 1.7558 0.4417 0.366
H 0.3775 1.6912 -2.4662 0.206
H -0.2073 2.9532 -1.3767 0.214
H -1.3249 0.1256 -1.5405 0.189
H -2.3755 2.8541 -2.4644 0.242
H -2.0145 1.4676 -3.5108 0.240
H -4.3980 2.0582 -2.1970 0.450
H -4.0695 0.7578 -3.1382 0.446
H -4.9708 0.1860 -0.9364 0.260
H -3.4531 -0.6127 -1.3820 0.240
H -3.1859 0.1985 0.8743 0.219
F 2.2049 -3.0390 0.4455 -0.339
C 3.1467 -2.8703 1.4065 0.393
C 4.2355 -3.7159 1.4281 -0.284
C 5.1877 -3.5338 2.4207 -0.180
C 5.0411 -2.5246 3.3629 -0.224
C 3.9352 -1.6882 3.3147 -0.185
C 2.9752 -1.8581 2.3271 -0.298
H 4.3275 -4.4976 0.6867 0.234
H 6.0491 -4.1863 2.4565 0.224
H 5.7878 -2.3913 4.1331 0.223
H 3.8163 -0.9011 4.0466 0.220
H 2.1004 -1.2243 2.2745 0.218
```

Kohn-Sham gap (eV): 7.65
Charge: +1
LUMO (eV): -3.4028